No. 1
ORCA calculation (the ωB97M-V functional and the def2-TZVPD basis) on a structure of composition C24H24Br33ClINO8P2.

- Orbital gap: 8.31 eV
- LUMO level: -1.04 eV

Element x y z (Å)
C1 8.5963 5.0276 0.9594
C2 7.5058 4.0491 0.3890
O1 7.2123 4.1965 -0.7664
O2 6.9065 3.1144 1.2150
C3 6.9827 1.7742 0.6846
C4 5.5599 1.1244 0.5191
C5 4.7045 1.2547 1.8659
C6 3.6760 2.4166 1.5935
C7 3.9200 3.7169 2.2434
C8 2.9786 4.7680 1.9393
C9 1.8345 4.5382 1.0203
C10 1.5740 3.2676 0.3962
P1 0.0906 3.1499 -0.7366
O3 0.4615 2.2658 -2.1107
Cl1 -1.2714 1.9485 0.3324
C11 2.5304 2.1806 0.7022
I1 2.2489 0.2256 -0.1573
C12 1.1036 5.9191 0.9322
O4 -0.0261 6.2008 0.7272
N1 2.1757 6.8593 1.2405
P2 3.3864 7.1177 0.0082
O5 3.3101 8.5010 -0.5031
O6 4.9083 6.9157 0.6278
O7 3.2661 6.0849 -1.2743
C13 2.9053 6.2649 2.3836
O8 3.2638 6.8278 3.3567
H1 8.7475 5.9047 0.2926
H2 9.5574 4.4999 1.1744
H3 8.1815 5.4276 1.9256
H4 7.5598 1.0915 1.3695
H5 7.5311 1.7783 -0.2882
H6 5.0345 1.7138 -0.2816
H7 5.6277 0.0765 0.1425
H8 5.3412 1.6146 2.7059
H9 4.1606 0.3043 2.0680
H10 4.7850 3.9126 2.9382
H11 0.2127 1.3308 -1.9796
H12 5.1385 5.9673 0.6878
H13 2.3513 6.0126 -1.6022
C14 0.4451 -3.8355 1.0532
Br1 -1.3163 -3.1043 1.3564
Br2 1.1840 -3.2442 -0.6351
Br3 1.6410 -3.4695 2.5290
H14 0.3360 -4.9136 0.9917
C15 -3.7528 -6.3735 -0.2866
Br4 -5.0764 -5.1583 0.4206
Br5 -2.8487 -5.6432 -1.8323
Br6 -2.5100 -6.9262 1.0858
H15 -4.2795 -7.2628 -0.6178
C16 3.3837 -3.9379 -4.3968
Br7 2.6194 -2.4570 -3.4134
Br8 2.3880 -4.3153 -6.0095
Br9 5.2627 -3.6649 -4.7578
H16 3.3059 -4.8142 -3.7623
C17 -0.1658 -5.7220 -9.4021
Br10 -0.9213 -4.2410 -8.4110
Br11 -1.1681 -6.0960 -11.0110
Br12 1.7125 -5.4523 -9.7712
H17 -0.2424 -6.5990 -8.7688
C18 -5.3214 -6.5723 4.7369
Br13 -5.3613 -7.8086 3.2503
Br14 -4.0404 -5.1513 4.4509
Br15 -7.0826 -5.8806 5.1405
H18 -4.9901 -7.1298 5.6060
C19 -3.7726 -1.8689 -10.1811
Br16 -3.7763 -3.2277 -11.5554
Br17 -3.3753 -0.1196 -10.9025
Br18 -5.4182 -1.8709 -9.1657
H19 -2.9730 -2.1177 -9.4916
C20 -7.7880 -6.7273 -2.7752
Br19 -6.1927 -7.7226 -3.2339
Br20 -8.4260 -7.1746 -1.0068
Br21 -7.5274 -4.8233 -2.9897
H20 -8.5607 -7.0238 -3.4760
C21 -9.8755 -2.4274 5.6845
Br22 -10.6093 -4.1953 5.4091
Br23 -9.0313 -2.2627 7.4157
Br24 -8.6821 -1.9156 4.2519
H21 -10.7071 -1.7315 5.6688
C22 -10.0066 -3.5693 0.9299
Br25 -10.1691 -3.3991 -0.9887
Br26 -11.4930 -4.5342 1.7021
Br27 -8.3116 -4.3490 1.4281
H22 -10.0308 -2.5661 1.3425
C23 -2.3346 5.8889 3.8952
Br28 -2.2909 4.5349 2.5140
Br29 -1.9943 7.6539 3.1860
Br30 -3.9830 5.8271 4.9067
H23 -1.5298 5.6637 4.5863
C24 6.3640 4.8339 5.8113
Br31 6.3078 3.6211 4.3011
Br32 7.6352 6.2618 5.5302
Br33 4.6085 5.5080 6.2507
H24 6.7097 4.2618 6.6653

Atomic partial charges in e from the Mulliken method, atoms 1 to 4:
1 C -0.96
2 C 0.53
3 O -0.49
4 O -0.03

No. 2
ORCA calculation (the ωB97M-V functional and the def2-TZVPD basis) on a structure of composition C24H24BrCsN6O6.

- Orbital gap: 5.11 eV
- LUMO level: 3.47 eV
- Total charge: -2

Element x y z (Å)
Cs1 -0.8064 2.0238 1.3680
N1 -2.1171 4.0988 -0.8155
C1 -3.2694 4.3070 0.0807
C2 -2.7281 4.4563 1.5177
O1 -2.0294 5.5018 1.6745
N2 -2.9441 3.5703 2.4547
C3 -3.6293 2.3048 2.2417
C4 -3.2167 1.2979 3.3622
O2 -4.1007 0.9096 4.1426
O3 -1.9951 0.9295 3.3595
H1 -1.4237 4.8024 -0.5758
H2 -2.3673 4.2289 -1.7875
H3 -3.9643 3.4717 -0.0269
H4 -3.8064 5.2391 -0.1389
H5 -3.3746 1.8180 1.2787
H6 -4.7199 2.3966 2.2858
Br1 6.0069 -4.5487 -5.0586
C5 4.1795 -4.0466 -5.2613
C6 3.6850 -3.7506 -6.5174
C7 2.3552 -3.3820 -6.6541
C8 1.5043 -3.2790 -5.5485
C9 2.0360 -3.5935 -4.2858
C10 3.3551 -3.9791 -4.1453
N3 0.1383 -3.0958 -5.8061
N4 -0.6583 -2.4999 -5.0032
C11 -0.3057 -1.6082 -4.0524
C12 0.9219 -0.8949 -3.9865
C13 1.1827 0.0375 -3.0348
C14 0.2369 0.3655 -1.9786
O4 0.4803 1.1789 -1.0925
C15 -1.0665 -0.3647 -2.0400
N5 -1.9399 -0.1114 -1.0462
C16 -3.1003 -0.7260 -1.0526
C17 -3.4795 -1.6158 -2.0683
C18 -2.5925 -1.8951 -3.0739
C19 -1.3280 -1.2758 -3.0765
H7 4.3275 -3.8150 -7.3860
H8 1.9459 -3.1720 -7.6344
H9 1.3988 -3.5397 -3.4126
H10 3.7450 -4.2278 -3.1670
H11 1.6547 -1.0659 -4.7649
H12 2.1063 0.6030 -3.0438
H13 -3.7663 -0.5099 -0.2227
H14 -4.4570 -2.0819 -2.0412
H15 -2.8308 -2.5894 -3.8681
O5 2.7325 2.6329 4.4178
C20 2.1068 1.6717 3.7313
O6 1.5305 1.8588 2.6958
C21 2.1457 0.2861 4.3583
N6 3.0204 0.2714 5.5462
C22 2.2126 -0.0432 6.7422
C23 0.7892 0.3206 6.3315
C24 0.7379 -0.0923 4.8639
H16 2.4761 -0.3952 3.5739
H17 3.1627 2.1445 5.1541
H18 3.8099 -0.3456 5.4325
H19 2.5679 0.5305 7.6005
H20 2.2720 -1.1074 6.9984
H21 0.6153 1.3935 6.4355
H22 0.0426 -0.1983 6.9302
H23 -0.0750 0.3738 4.3010
H24 0.6100 -1.1746 4.7886

Atomic partial charges in e from the Mulliken method, atoms 1 to 4:
1 Cs 1.54
2 N -0.46
3 C -0.39
4 C 0.33

No. 3
ORCA calculation (the ωB97M-V functional and the def2-TZVPD basis) on a structure of composition C24H24BrN5Ni.

- Orbital gap (spin up / spin down): 8.09 / 8.09 eV
- LUMO level (spin up / spin down): -6.03 / -6.03 eV
- Total charge: +2

Element x y z (Å)
Ni1 0.1219 0.1683 0.1860
C1 -1.5523 -0.0277 2.0482
C2 0.8538 -0.2349 2.9563
C3 2.0254 -0.3658 1.9666
C4 3.2481 -0.8088 2.4533
C5 4.3534 -0.8480 1.6235
C6 4.2320 -0.4305 0.3041
C7 2.9973 -0.0087 -0.1316
N1 1.9248 0.0134 0.6789
N2 -1.7431 0.0836 0.5391
C8 -2.3767 -1.1511 0.0397
C9 -1.3305 -2.2111 -0.0317
C10 -1.6385 -3.5510 -0.1749
C11 -0.6069 -4.4628 -0.3052
C12 0.7025 -4.0043 -0.2841
C13 0.9341 -2.6561 -0.1207
N3 -0.0656 -1.7615 0.0087
C14 -2.4376 1.3188 0.0934
C15 -1.4478 2.3924 -0.2394
C16 -1.8359 3.6879 -0.5238
C17 -0.8629 4.6201 -0.8338
C18 0.4716 4.2322 -0.8450
C19 0.7808 2.9230 -0.5575
N4 -0.1655 2.0130 -0.2728
H1 -2.3898 0.4566 2.5482
H2 -1.5853 -1.0900 2.2752
H3 1.3119 -2.0528 3.9833
H4 1.2898 0.3696 3.7515
H5 3.3394 -1.0964 3.4926
H6 5.3078 -1.1844 2.0074
H7 5.0743 -0.4318 -0.3730
H8 2.8337 0.3153 -1.1512
H9 -2.7905 -0.9680 -0.9521
H10 -3.2054 -1.4557 0.6848
H11 -2.6729 -3.8684 -0.1907
H12 -0.8206 -5.5170 -0.4240
H13 1.5381 -4.6811 -0.3927
H14 1.9398 -2.2714 -0.0967
H15 -3.1458 1.6610 0.8514
H16 -3.0142 1.0836 -0.8016
H17 -2.8828 3.9603 -0.4947
H18 -1.1393 5.6421 -1.0570
H19 1.2609 4.9343 -1.0720
H20 1.8035 2.5729 -0.5478
Br1 -0.5228 3.3940 2.9052
C20 -0.5643 1.6005 3.4821
C21 -0.8184 1.2851 4.7460
C22 -0.9317 -0.0932 5.2745
C23 -0.4755 -1.2586 4.8028
C24 0.4245 -1.5251 3.6256
N5 -0.3056 0.5916 2.4969
H21 -1.0114 2.0892 5.4441
H22 -1.4899 -0.1468 6.2020
H23 -0.7366 -2.1434 5.3734
H24 -0.0427 -2.2252 2.9214

Atomic partial charges in e from the Mulliken method, atoms 1 to 4:
1 Ni -0.48
2 C -1.00
3 C 0.41
4 C -0.08

No. 4
ORCA calculation (the ωB97M-V functional and the def2-TZVPD basis) on a structure of composition C24H24ClMnN4O7P.

- Orbital gap (spin up / spin down): 8.18 / 7.91 eV
- LUMO level (spin up / spin down): -0.41 / -0.39 eV
- 2S+1: 2
- <S²>: 1.172

Element x y z (Å)
Mn1 -0.7522 1.6998 -0.2026
N1 -1.5064 1.1473 2.2602
C1 -0.6471 1.9237 3.1555
C2 -0.0509 3.1378 2.4289
O1 0.5629 3.9773 3.0712
O2 -0.2096 3.1533 1.1514
H1 -2.4428 1.5309 2.2482
H2 -1.5766 0.1855 2.5689
H3 0.1862 1.2996 3.4798
H4 -1.1478 2.2815 4.0558
O3 -3.8708 1.7344 0.3574
N2 -2.9724 0.7572 0.0016
C3 -3.4323 -0.3911 0.2765
C4 -2.7581 -1.6768 0.0856
C5 -3.6217 -2.7800 0.1148
C6 -3.1615 -4.0700 -0.0560
C7 -1.8063 -4.2868 -0.2532
C8 -0.9408 -3.2080 -0.2754
C9 -1.3853 -1.8937 -0.1008
P1 -0.1033 -0.5790 -0.1383
C10 0.9499 -1.2138 -1.4781
C11 0.3882 -1.2224 -2.7572
C12 1.1390 -1.6385 -3.8430
C13 2.4582 -2.0390 -3.6635
C14 3.0185 -2.0296 -2.3968
C15 2.2666 -1.6193 -1.3022
C16 0.8724 -0.8484 1.3835
C17 0.5846 -1.8271 2.3313
C18 1.3355 -1.9175 3.4973
C19 2.3888 -1.0441 3.7177
C20 2.6855 -0.0689 2.7745
C21 1.9254 0.0370 1.6216
H5 -3.5037 2.5319 -0.0665
H6 -4.4429 -0.4401 0.6795
H7 -4.6801 -2.6058 0.2649
H8 -3.8560 -4.8996 -0.0370
H9 -1.4216 -5.2892 -0.3891
H10 0.1141 -3.3892 -0.4334
H11 -0.6318 -0.8828 -2.9032
H12 0.6982 -1.6417 -4.8318
H13 3.0482 -2.3544 -4.5146
H14 4.0449 -2.3438 -2.2553
H15 2.7118 -1.6137 -0.3156
H16 -0.2343 -2.5162 2.1727
H17 1.0943 -2.6754 4.2317
H18 2.9730 -1.1159 4.6262
H19 3.4965 0.6273 2.9454
H20 2.1430 0.8211 0.9043
O4 -1.5662 3.7814 -3.2459
Cl1 -2.1328 2.8352 -2.3693
O5 -3.4225 2.4149 -2.7738
O6 -1.2333 1.6581 -2.2570
O7 -2.1859 3.3694 -0.9898
N3 1.7782 3.2489 -0.4038
C22 2.8946 3.5348 -1.0795
C23 2.9653 2.6532 -2.1424
C24 1.8189 1.8651 -2.0252
N4 1.1104 2.2265 -0.9620
H21 1.3066 3.6765 0.4000
H22 3.5385 4.3398 -0.7673
H23 3.7251 2.5957 -2.9017
H24 1.4739 1.0767 -2.6752

Atomic partial charges in e from the Mulliken method, atoms 1 to 4:
1 Mn 1.01
2 N -0.42
3 C -0.48
4 C 0.43

These records have largest force on an atom values of 4.1; 1.9; 1.1; 0.7 eV/A, in the order they appear.